The following is a quantum chemistry calculation of a 2-piece molecular cluster, C10H19ClIO4P overall at a distorted geometry, from the OMol25 dataset.

Output
**Calculated total energy**: -48779.278 eV
**E_HOMO**: -8.972 eV
**LUMO**: 0.233 eV
**2S+1**: 1
**Kohn-Sham gap**: 9.206 eV
**SMILES**: CP(O)[C@@]1(CCCCl)C[C@H](I)C(=O)O1.CCO

Positions of all 36 atoms, in Å:
C 1.487 -1.201 1.033
P 0.261 0.179 0.957
O 0.560 1.041 -0.432
C -1.457 -0.517 0.696
C -1.859 -1.559 1.756
C -1.195 -2.942 1.699
C -1.020 -3.569 0.334
Cl -2.596 -3.905 -0.430
C -2.339 0.753 1.069
C -3.345 0.890 -0.059
I -5.304 1.522 0.498
C -3.221 -0.491 -0.708
O -4.035 -1.168 -1.107
O -1.872 -0.742 -0.651
H 2.466 -0.744 0.982
H 1.411 -1.651 2.007
H 1.329 -1.917 0.238
H 0.813 1.910 -0.101
H -2.941 -1.619 1.776
H -1.563 -1.114 2.699
H -0.246 -2.963 2.214
H -1.837 -3.621 2.249
H -0.364 -3.027 -0.328
H -0.581 -4.543 0.483
H -2.668 0.828 2.094
H -1.703 1.632 0.971
H -3.048 1.607 -0.800
C 3.389 3.540 -2.673
C 4.479 2.674 -2.067
O 4.295 2.520 -0.661
H 3.378 4.523 -2.201
H 3.541 3.667 -3.746
H 2.406 3.089 -2.513
H 5.456 3.133 -2.210
H 4.490 1.686 -2.538
H 3.437 2.101 -0.528